{
  "formula": "C22H52N3O16P3S2Si",
  "method": "ωB97M-V/def2-TZVPD",
  "species": ["C", "C", "O", "C", "N", "C", "C", "O", "Si", "C", "C", "C", "S", "C", "S", "N", "C", "C", "N", "C", "C", "O", "O", "H", "H", "H", "H", "H", "H", "H", "H", "H", "H", "H", "H", "H", "H", "H", "H", "H", "H", "H", "H", "H", "H", "H", "H", "H", "C", "O", "P", "O", "O", "C", "O", "C", "H", "H", "H", "H", "H", "H", "H", "H", "H", "C", "O", "P", "O", "O", "C", "O", "C", "H", "H", "H", "H", "H", "H", "H", "H", "H", "C", "O", "P", "O", "O", "C", "O", "C", "H", "H", "H", "H", "H", "H", "H", "H", "H"],
  "positions_angstrom": [[3.907, 5.105, -1.203], [3.327, 4.684, -2.551], [1.923, 4.911, -2.567], [3.615, 3.172, -2.850], [2.451, 2.303, -2.778], [2.583, 1.032, -3.481], [3.152, -0.110, -2.652], [4.477, 0.240, -2.227], [4.789, 0.080, -0.609], [3.406, 0.678, 0.516], [3.890, 0.716, 1.983], [2.698, 0.540, 2.964], [1.217, 1.430, 2.419], [0.056, 0.158, 2.040], [-0.098, -1.124, 3.042], [-0.729, 0.281, 0.914], [-1.768, -0.558, 0.568], [-2.313, -0.085, -0.580], [-1.595, 1.047, -0.980], [-0.678, 1.229, -0.097], [5.357, -1.689, -0.164], [4.921, -2.620, -1.151], [4.574, -3.862, -0.533], [3.383, 4.545, -0.421], [4.979, 4.912, -1.174], [3.740, 6.173, -1.056], [3.802, 5.257, -3.349], [1.640, 4.877, -1.650], [4.345, 2.821, -2.100], [4.128, 3.070, -3.805], [2.144, 2.166, -1.827], [1.598, 0.781, -3.889], [3.225, 1.156, -4.355], [3.258, -0.970, -3.331], [2.486, -0.440, -1.847], [5.965, 0.937, -0.328], [3.032, 1.650, 0.205], [2.633, -0.099, 0.490], [4.465, 1.618, 2.193], [4.551, -0.130, 2.196], [2.976, 0.819, 3.980], [2.442, -0.519, 3.007], [-2.122, -1.433, 1.078], [-3.156, -0.501, -1.104], [0.059, 2.016, -0.120], [5.058, -1.954, 0.855], [6.454, -1.687, -0.154], [3.779, -3.646, -0.025], [-8.433, -1.329, -4.976], [-7.615, -0.623, -4.028], [-7.295, -1.390, -2.578], [-8.725, -1.408, -2.106], [-6.460, -0.093, -2.068], [-7.056, 1.201, -2.163], [-6.667, -2.320, -1.366], [-6.788, -1.827, -0.037], [-8.312, -0.846, -5.944], [-8.131, -2.370, -5.063], [-9.477, -1.272, -4.675], [-8.142, 1.145, -2.094], [-6.768, 1.678, -3.099], [-6.673, 1.796, -1.335], [-7.790, -1.445, 0.152], [-6.047, -1.053, 0.155], [-6.595, -2.668, 0.628], [-0.722, -0.747, 6.243], [-0.954, -0.144, 7.533], [-0.291, 1.341, 7.782], [1.170, 1.048, 7.715], [-0.881, 1.402, 9.285], [-0.532, 0.380, 10.215], [-0.365, 2.956, 7.596], [0.265, 3.754, 8.595], [-1.434, -1.561, 6.119], [-0.867, -0.027, 5.443], [0.289, -1.148, 6.199], [0.449, -0.042, 9.996], [-1.284, -0.408, 10.204], [-0.512, 0.831, 11.206], [1.250, 3.365, 8.848], [-0.359, 3.811, 9.486], [0.371, 4.754, 8.178], [2.694, -4.228, -2.959], [1.799, -4.183, -4.089], [0.734, -2.928, -4.097], [-0.102, -3.218, -2.896], [0.077, -3.425, -5.488], [-0.481, -4.734, -5.568], [0.427, -1.361, -4.406], [-0.914, -1.009, -4.737], [3.521, -4.895, -3.187], [3.089, -3.237, -2.746], [2.161, -4.607, -2.089], [-0.853, -5.070, -4.599], [0.264, -5.436, -5.941], [-1.310, -4.695, -6.273], [-1.626, -1.492, -4.068], [-1.132, -1.271, -5.771], [-0.993, 0.071, -4.624]],
  "forces_ev_per_angstrom": [[-0.2, 0.1, -0.6], [-0.2, -0.9, 0.1], [0.4, 0.6, -0.1], [0.5, -0.1, 1.2], [0.3, 0.2, -0.8], [-0.6, 0.2, 0.2], [0.3, -0.3, -1.3], [-0.6, -0.3, 0.9], [0.6, 0.5, -0.1], [0.8, -0.9, 0.2], [-0.6, 0.0, -0.1], [0.5, -0.4, -0.1], [-0.3, 0.7, -0.3], [0.4, -0.8, 0.8], [0.0, -0.3, -0.3], [0.1, 0.2, 0.1], [-1.4, -0.6, -0.7], [1.1, 0.4, 0.7], [-0.4, -0.1, -0.5], [0.1, 0.3, -0.1], [0.6, 0.4, -0.2], [-0.8, 0.1, 0.2], [0.3, -0.2, 0.1], [0.3, 0.0, 0.2], [0.0, -0.1, 0.2], [0.0, 0.0, 0.1], [-0.3, 0.2, 0.0], [-0.3, 0.0, 0.0], [0.3, 0.3, -0.2], [-0.3, -0.1, -0.2], [0.0, 0.0, 0.0], [0.1, -0.4, 0.2], [0.1, 0.2, 0.1], [-0.1, 0.0, 0.1], [0.1, 0.3, 0.2], [0.0, 0.0, 0.0], [-0.2, -0.1, -0.1], [-0.3, 0.4, -0.3], [-0.1, 0.1, 0.0], [0.1, 0.1, 0.0], [-0.2, 0.2, 0.0], [-0.2, 0.1, 0.0], [0.5, 0.1, 0.5], [0.0, 0.2, -0.2], [0.0, 0.0, 0.1], [-0.3, -0.2, -0.1], [0.0, -0.1, 0.1], [-0.1, 0.1, -0.1], [-0.3, 0.2, -0.1], [2.3, -2.5, -1.0], [-4.2, 5.0, 4.9], [0.2, -1.0, -0.7], [0.3, -0.4, -0.2], [0.1, 0.3, -0.2], [1.4, -1.6, -2.8], [0.2, 0.3, 0.5], [0.1, 0.0, 0.1], [-0.1, 0.0, -0.1], [0.0, -0.1, 0.1], [0.0, -0.1, 0.0], [-0.1, 0.0, 0.0], [0.1, -0.1, 0.0], [0.0, 0.0, -0.2], [0.0, 0.0, 0.0], [0.0, -0.1, -0.2], [0.1, -0.3, 0.0], [-1.3, 2.1, -1.9], [3.8, -0.9, 5.0], [-0.5, 0.1, -0.9], [0.0, 0.2, -0.1], [-0.2, -0.2, 0.1], [-1.9, -1.2, -2.2], [0.1, 0.3, 0.5], [-0.1, 0.1, 0.1], [0.0, 0.0, -0.1], [0.1, 0.1, 0.0], [0.0, 0.0, -0.1], [0.0, 0.0, 0.0], [0.0, 0.1, 0.0], [0.0, -0.1, -0.1], [0.0, -0.1, 0.0], [-0.1, -0.1, -0.2], [0.1, -0.2, 0.3], [1.5, 2.7, -0.3], [-5.6, -2.9, -0.1], [0.9, 0.5, 0.2], [0.0, 0.2, 0.1], [0.1, -0.2, -0.1], [3.1, -0.3, 0.2], [-0.6, 0.2, -0.3], [-0.1, 0.0, -0.2], [0.1, -0.1, 0.1], [-0.1, 0.1, 0.0], [0.1, 0.1, 0.0], [0.0, 0.0, 0.1], [0.0, 0.1, 0.0], [0.1, -0.1, 0.1], [0.1, -0.1, 0.0], [0.2, 0.0, 0.1]],
  "mulliken_charge": [-1.379, 0.112, -0.555, -0.068, -0.090, -1.322, 0.467, -0.372, 0.247, 0.156, -0.988, -0.941, -0.206, 0.614, -0.371, 0.242, -0.335, -0.794, -0.572, -0.110, -0.719, -0.182, -0.397, 0.284, 0.378, 0.380, 0.352, 0.334, -0.058, 0.393, 0.020, 0.230, 0.394, 0.050, 0.344, -0.271, 0.171, 0.262, 0.393, 0.401, 0.597, 0.366, 0.386, 0.544, 0.429, 0.467, 0.342, 0.319, -0.728, -0.302, 1.098, -0.645, -0.200, -0.684, -0.434, -0.548, 0.236, 0.318, 0.302, 0.331, 0.249, 0.248, 0.305, 0.200, 0.266, -0.795, -0.374, 1.141, -0.643, -0.361, -0.626, -0.388, -0.584, 0.315, 0.297, 0.383, 0.337, 0.226, 0.244, 0.320, 0.240, 0.239, -0.109, -0.414, 1.258, -0.694, -0.368, -0.723, -0.235, -0.787, 0.336, -0.226, 0.273, 0.348, 0.239, 0.240, 0.346, 0.276, 0.313],
  "homo_lumo_gap_ev": 6.69,
  "homo_ev": -8.42,
  "smiles": "C[C@H](O)CNCCO[Si@@H](CCCSC(=S)n1ccnc1)COO.COP(=O)(OC)OC.COP(=O)(OC)OC.COP(=O)(OC)OC",
  "charge": 0
}

***

{
  "formula": "C22H53AlO15P3",
  "method": "ωB97M-V/def2-TZVPD",
  "species": ["Al", "C", "C", "O", "P", "O", "O", "C", "C", "O", "C", "C", "H", "H", "H", "H", "H", "H", "H", "H", "H", "H", "H", "H", "H", "H", "H", "C", "C", "O", "P", "O", "O", "C", "C", "O", "C", "C", "H", "H", "H", "H", "H", "H", "H", "H", "H", "H", "H", "H", "H", "H", "H", "C", "C", "O", "P", "O", "O", "C", "C", "O", "C", "C", "H", "H", "H", "H", "H", "H", "H", "H", "H", "H", "H", "H", "H", "H", "H", "C", "C", "O", "C", "O", "O", "C", "H", "H", "H", "H", "H", "H", "H", "H"],
  "positions_angstrom": [[24.226, -19.244, -6.175], [19.375, -23.736, -8.234], [20.279, -22.686, -7.604], [19.598, -21.418, -7.483], [20.017, -20.303, -6.339], [21.473, -19.986, -6.206], [19.205, -20.848, -5.028], [19.717, -20.920, -3.668], [18.496, -20.929, -2.726], [19.077, -19.000, -6.674], [18.788, -18.006, -5.684], [18.114, -16.784, -6.273], [18.482, -23.836, -7.616], [19.188, -23.409, -9.257], [19.885, -24.698, -8.257], [20.432, -23.040, -6.585], [21.148, -22.652, -8.262], [20.380, -21.785, -3.661], [20.371, -20.085, -3.418], [17.944, -19.989, -2.747], [17.763, -21.681, -3.019], [18.751, -20.993, -1.668], [18.225, -18.417, -4.846], [19.699, -17.682, -5.181], [18.704, -16.199, -6.978], [17.164, -16.930, -6.788], [18.024, -16.103, -5.427], [24.536, -14.800, -2.659], [25.729, -15.807, -2.816], [26.550, -15.289, -3.788], [26.081, -15.316, -5.377], [25.408, -16.553, -5.781], [25.155, -13.979, -5.488], [25.761, -12.713, -5.218], [25.841, -11.915, -6.469], [27.454, -14.964, -6.186], [28.426, -16.016, -6.400], [29.824, -15.363, -6.202], [24.041, -15.225, -1.786], [24.898, -13.786, -2.491], [23.759, -14.792, -3.423], [26.205, -15.860, -1.836], [25.441, -16.850, -2.947], [25.071, -12.290, -4.488], [26.746, -12.940, -4.810], [26.796, -12.055, -6.975], [25.108, -12.257, -7.200], [25.875, -10.829, -6.383], [28.349, -16.844, -5.695], [28.376, -16.289, -7.454], [29.856, -14.364, -6.637], [29.956, -15.323, -5.120], [30.657, -15.918, -6.633], [24.597, -13.731, -9.876], [24.126, -14.976, -9.089], [22.681, -14.987, -9.100], [21.921, -16.085, -8.237], [22.731, -17.275, -7.852], [21.255, -15.190, -7.004], [22.091, -14.432, -6.074], [21.154, -13.644, -5.128], [20.626, -16.600, -9.130], [19.725, -15.656, -9.652], [20.151, -15.605, -11.139], [25.663, -13.590, -9.699], [24.489, -14.033, -10.917], [24.011, -12.835, -9.673], [24.481, -15.932, -9.472], [24.476, -14.849, -8.065], [22.833, -15.071, -5.593], [22.733, -13.689, -6.548], [20.612, -12.851, -5.644], [20.562, -14.290, -4.480], [21.770, -13.160, -4.370], [18.672, -15.925, -9.569], [19.933, -14.699, -9.172], [19.548, -14.932, -11.749], [21.164, -15.242, -11.308], [20.033, -16.559, -11.653], [24.760, -23.830, -10.321], [24.821, -22.407, -9.868], [23.598, -21.853, -10.356], [23.014, -20.828, -9.747], [23.352, -20.208, -8.764], [22.016, -20.539, -10.496], [21.190, -19.395, -10.209], [24.546, -24.043, -11.368], [24.008, -24.380, -9.756], [25.725, -24.311, -10.162], [25.707, -21.903, -10.254], [24.765, -22.454, -8.781], [21.781, -18.481, -10.269], [20.548, -19.405, -9.328], [20.510, -19.301, -11.055]],
  "forces_ev_per_angstrom": [[-0.8, 0.6, -0.7], [-0.1, 0.8, -0.1], [-0.7, -1.5, 0.8], [0.7, 2.8, 1.0], [-1.8, -0.7, 0.5], [-1.1, -0.5, 0.0], [1.5, 0.6, -1.5], [-0.6, 0.2, 0.7], [0.1, 0.1, -0.3], [1.1, -1.7, -0.4], [0.0, 0.8, -0.2], [0.2, 0.3, 0.0], [-0.2, 0.0, -0.4], [-0.5, -0.3, 0.0], [0.1, 0.1, 0.0], [1.0, 0.2, 0.0], [0.4, 0.7, 0.4], [-0.3, -0.4, 0.4], [0.0, 0.3, -0.3], [0.2, 0.3, -0.5], [0.3, -0.3, 0.2], [0.4, -0.6, -0.2], [-0.5, -0.4, -0.2], [0.6, 0.0, -0.2], [0.5, -0.4, -0.1], [-0.1, -0.4, 0.5], [-0.6, 0.0, 0.0], [-0.4, -1.3, 0.8], [-1.8, 0.6, 1.4], [1.2, -0.2, -3.0], [1.9, 2.5, 0.7], [-0.9, -0.6, -0.2], [0.8, -3.2, -0.8], [0.3, 0.4, 0.6], [1.0, 0.5, -1.4], [-2.6, -0.4, 1.7], [2.3, 0.8, -0.7], [-0.8, -0.2, 0.5], [-0.2, 0.6, 0.4], [0.0, -0.2, 0.2], [0.4, -0.2, -0.4], [0.7, 0.6, -0.3], [-0.4, 0.0, -0.8], [0.4, 0.3, 0.2], [-0.1, 0.7, 0.4], [0.2, -0.6, 0.0], [-0.4, 0.4, 0.2], [-0.7, 0.0, 0.5], [-0.5, 0.0, -0.2], [-0.5, -0.4, 0.2], [-0.1, 0.0, 0.1], [0.4, 0.4, 0.0], [-0.3, -0.3, 0.0], [-0.2, -1.7, -0.4], [0.8, 1.6, 0.0], [-0.9, -1.1, 0.5], [-1.3, 0.2, 0.4], [-0.4, 0.6, 0.2], [1.2, -1.2, -1.7], [-0.9, 0.9, 0.7], [1.2, -0.7, 0.3], [2.2, -0.2, 2.6], [0.4, 1.5, -1.7], [-0.4, 0.5, -1.1], [-0.1, 0.2, 0.1], [0.0, 0.6, -0.2], [0.1, -0.2, 0.1], [0.1, 0.1, -0.1], [-0.2, -0.4, 0.3], [-0.3, -0.5, 0.3], [-0.1, 0.0, -0.9], [-0.2, -0.4, 0.0], [-0.6, -0.1, -0.6], [0.4, 0.3, -0.2], [0.2, -0.4, 0.3], [-0.5, 0.2, -0.1], [-0.5, 0.2, 0.4], [0.1, -0.2, 0.5], [0.1, -0.2, 0.4], [0.5, -1.4, -0.3], [-0.6, -1.2, 0.2], [0.4, 0.8, 0.4], [1.2, -0.3, -0.4], [0.8, -0.3, 1.0], [-2.9, 1.1, -0.7], [-0.3, 0.4, -1.2], [-0.1, 0.6, -0.2], [0.0, 0.0, 0.1], [0.1, 0.0, 0.3], [-0.2, 0.4, 0.0], [0.4, 0.6, 0.2], [0.3, 0.0, 0.5], [0.6, -0.5, 0.4], [0.1, -0.4, -0.1]],
  "mulliken_charge": [1.303, -1.456, 0.233, -0.239, 0.380, -0.078, -0.264, -0.086, -1.213, -0.177, -0.028, -0.947, 0.385, 0.354, 0.411, 0.329, 0.050, 0.386, 0.242, 0.292, 0.326, 0.407, 0.293, 0.288, -0.066, 0.389, 0.407, -0.718, -0.285, -0.230, 0.020, -0.356, 0.305, -0.347, -1.108, -0.241, -0.217, -1.243, 0.464, 0.227, 0.034, 0.397, 0.230, 0.378, 0.445, 0.320, 0.092, 0.436, 0.338, 0.270, 0.308, 0.312, 0.404, -1.567, 0.571, -0.333, 0.147, 0.073, -0.134, 0.553, -1.490, 0.026, -0.312, -1.224, 0.399, 0.473, 0.352, 0.327, -0.258, 0.055, 0.049, 0.393, 0.355, 0.450, 0.409, 0.355, 0.450, 0.228, 0.310, -1.280, -0.042, -0.263, 0.625, -0.462, -0.317, -0.384, 0.340, 0.307, 0.403, 0.334, 0.211, 0.210, 0.154, 0.351],
  "homo_lumo_gap_ev": 1.98,
  "homo_ev": -17.60,
  "charge": 3
}